This record from OMol25 describes a single C22H25N5O6 molecule at a distorted geometry. The level of theory is ωB97M-V/def2-TZVPD.

ORCA input file:
```
! wB97M-V def2-TZVPD RIJCOSX def2/J DEFGRID3
* xyz 0 1
H 0.851 -3.814 1.749
C -1.982 -1.176 0.013
C -0.530 1.983 2.388
C 2.450 -1.640 -0.346
C -3.976 0.130 -0.433
C -0.872 2.204 -0.151
C -5.349 0.255 -0.654
H -1.930 3.263 1.361
C -3.141 1.330 -0.429
N 3.641 0.337 -0.994
H 5.331 -0.478 0.746
N -1.259 -0.100 0.013
O -0.055 -2.205 0.815
H 1.077 1.438 3.682
C -1.224 -2.442 0.209
N -1.794 1.085 -0.203
O -1.603 -3.538 -0.115
H -1.175 2.917 -0.921
O 2.651 1.828 -2.388
C -3.405 -1.140 -0.216
N 4.598 -1.130 0.531
O 0.596 -2.145 -1.748
C 4.782 1.225 -0.877
C 0.585 0.163 -3.019
C 1.471 -1.391 -1.383
H -5.749 1.244 -0.817
H 2.850 1.209 2.097
H -6.224 -2.996 -0.451
H -7.212 -0.770 -0.832
C -5.590 -2.122 -0.444
H 4.611 2.054 -1.562
O 3.188 -3.116 1.340
H 0.641 -3.954 -0.020
C -4.239 -2.265 -0.223
C 0.887 -3.268 0.800
C 1.852 1.369 1.691
H 0.694 1.206 -3.304
C 2.612 0.744 -1.848
H -0.394 -0.020 -2.581
H 5.699 0.707 -1.160
C 0.955 1.997 2.751
C -0.913 2.893 1.216
H 1.447 0.407 1.381
O -3.539 2.465 -0.612
C 3.578 -0.810 -0.262
H -0.824 0.954 2.168
C 2.283 -2.703 0.617
H 4.438 -1.974 1.096
C -6.150 -0.864 -0.660
H 0.700 -0.481 -3.891
H 1.274 3.024 2.941
H 1.941 2.016 0.821
N 1.609 -0.156 -2.036
H 4.866 1.620 0.137
H -3.806 -3.239 -0.065
H -0.249 3.758 1.184
H -1.090 2.301 3.270
H 0.118 1.810 -0.372
*
```

- Strongest force on any atom: 1.1 eV/Å
- Energy above the lowest of the compared OMol25 structures with the same formula, charge and spin: 12.9 kJ/mol
- E_tot: -42957.730 eV
- Lowest unoccupied orbital energy: 0.002 Eh


This record from OMol25 describes a molecular structure, C22H25N6O6PdS2 at a distorted geometry. The level of theory is ωB97M-V/def2-TZVPD.

ORCA input file:
```
! wB97M-V def2-TZVPD RIJCOSX def2/J DEFGRID3
* xyz -1 1
N 1.746 0.101 1.927
H 0.576 3.260 -2.374
H 2.449 -3.781 -1.499
H -0.236 -4.273 1.812
C 3.485 0.170 3.530
O 0.258 1.554 2.847
H -1.519 5.859 -1.859
C -1.147 5.388 1.484
N -1.251 -0.343 1.487
N 1.274 3.805 -2.860
H 1.905 0.755 4.937
C -1.088 -1.650 1.736
C 2.979 -0.379 2.173
H 3.980 2.125 -1.638
C -1.910 5.403 2.775
C -1.057 5.663 -0.904
C 0.304 5.440 -0.864
H 4.425 0.697 3.371
C -1.781 5.648 0.274
C 2.566 3.154 -2.899
C 0.224 5.153 1.499
O 3.623 -1.136 1.475
O 1.444 1.168 -1.187
O 0.393 6.094 -3.393
H -1.596 6.260 3.372
H 3.482 3.717 -1.031
C 3.137 2.808 -1.523
H 1.386 -5.253 0.220
H 3.676 -0.672 4.196
H 1.847 -1.364 -1.529
C 1.387 -2.048 -0.825
H -2.982 5.484 2.602
S 1.198 5.413 -2.410
H -2.510 -1.588 3.295
H 3.237 3.843 -3.414
C -1.950 -2.344 2.750
C -2.491 1.500 1.455
C -0.118 -2.298 0.958
H 2.658 2.117 4.098
C 1.728 -3.384 -0.802
O 1.817 2.563 0.473
H 2.446 2.245 -3.496
H -2.846 5.834 0.249
Pd 0.080 0.491 0.303
S -1.643 2.098 0.031
H 2.022 5.039 0.330
N -2.282 0.338 1.978
O 2.542 5.903 -2.249
H -1.331 -2.907 3.446
H -1.703 4.502 3.348
C 1.127 -4.206 0.172
H -2.655 -3.030 2.279
H 0.717 4.919 2.430
H -3.788 2.074 2.875
C 0.230 -3.670 1.048
C 2.063 2.132 -0.654
C 1.328 0.961 2.874
C 2.360 1.075 4.000
H -3.369 3.274 1.750
C 0.957 5.196 0.328
N -3.518 2.292 1.926
N 0.486 -1.524 -0.013
*
```

- Strongest force on any atom: 3.5 eV/Å
- E_tot: -69598.821 eV
- Lowest unoccupied orbital energy (spin up / spin down): 0.072 / 0.072 Eh


Question: The highest E_tot belongs to which entry?
Answer: C22H25N5O6


What did the second record say?
This record from OMol25 describes a molecular structure, C22H25N6O6PdS2 at a distorted geometry. The level of theory is ωB97M-V/def2-TZVPD.

ORCA input file:
```
! wB97M-V def2-TZVPD RIJCOSX def2/J DEFGRID3
* xyz -1 1
N 1.746 0.101 1.927
H 0.576 3.260 -2.374
H 2.449 -3.781 -1.499
H -0.236 -4.273 1.812
C 3.485 0.170 3.530
O 0.258 1.554 2.847
H -1.519 5.859 -1.859
C -1.147 5.388 1.484
N -1.251 -0.343 1.487
N 1.274 3.805 -2.860
H 1.905 0.755 4.937
C -1.088 -1.650 1.736
C 2.979 -0.379 2.173
H 3.980 2.125 -1.638
C -1.910 5.403 2.775
C -1.057 5.663 -0.904
C 0.304 5.440 -0.864
H 4.425 0.697 3.371
C -1.781 5.648 0.274
C 2.566 3.154 -2.899
C 0.224 5.153 1.499
O 3.623 -1.136 1.475
O 1.444 1.168 -1.187
O 0.393 6.094 -3.393
H -1.596 6.260 3.372
H 3.482 3.717 -1.031
C 3.137 2.808 -1.523
H 1.386 -5.253 0.220
H 3.676 -0.672 4.196
H 1.847 -1.364 -1.529
C 1.387 -2.048 -0.825
H -2.982 5.484 2.602
S 1.198 5.413 -2.410
H -2.510 -1.588 3.295
H 3.237 3.843 -3.414
C -1.950 -2.344 2.750
C -2.491 1.500 1.455
C -0.118 -2.298 0.958
H 2.658 2.117 4.098
C 1.728 -3.384 -0.802
O 1.817 2.563 0.473
H 2.446 2.245 -3.496
H -2.846 5.834 0.249
Pd 0.080 0.491 0.303
S -1.643 2.098 0.031
H 2.022 5.039 0.330
N -2.282 0.338 1.978
O 2.542 5.903 -2.249
H -1.331 -2.907 3.446
H -1.703 4.502 3.348
C 1.127 -4.206 0.172
H -2.655 -3.030 2.279
H 0.717 4.919 2.430
H -3.788 2.074 2.875
C 0.230 -3.670 1.048
C 2.063 2.132 -0.654
C 1.328 0.961 2.874
C 2.360 1.075 4.000
H -3.369 3.274 1.750
C 0.957 5.196 0.328
N -3.518 2.292 1.926
N 0.486 -1.524 -0.013
*
```

- Strongest force on any atom: 3.5 eV/Å
- E_tot: -69598.821 eV
- Lowest unoccupied orbital energy (spin up / spin down): 0.072 / 0.072 Eh


Question: What is the formula in the second record?
Answer: C22H25N6O6PdS2